Record 1
The following is a DFT calculation (the ωB97M-V functional and the def2-TZVPD basis) of a cluster of 6 separate species, C38H80N6O7 in total in a non-equilibrium geometry.

- total charge = +4
- energy relative to the best compared isomer or geometry (same formula, charge and spin) (kcal per mole) = 68.6
- frontier orbital gap (eV) = 4.8

The geometry in XYZ format:
```
131
C38H80N6O7 | the Open Molecules 2025 dataset | the ωB97M-V functional and the def2-TZVPD basis
N 11.356 -5.488 18.446
O 10.948 -4.622 17.700
O 12.558 -5.788 18.479
O 10.612 -5.914 19.334
C 15.302 -4.273 19.998
C 16.570 -5.096 19.860
O 16.567 -6.297 19.886
N 17.923 -4.426 19.995
H 17.813 -3.518 19.553
H 18.148 -4.276 20.974
C 19.044 -5.301 19.404
H 15.037 -3.736 19.087
H 15.443 -3.522 20.776
H 14.502 -4.986 20.196
H 19.908 -4.640 19.348
H 18.884 -5.657 18.388
H 19.243 -6.156 20.047
C 15.679 -3.977 14.378
C 14.328 -4.242 15.155
C 13.149 -3.610 14.384
C 12.593 -4.503 13.281
C 12.193 -5.854 13.911
C 13.391 -6.621 14.508
N 14.149 -5.673 15.405
O 14.721 -6.144 16.584
C 14.379 -7.106 13.417
C 12.777 -7.653 15.472
C 14.282 -3.492 16.519
H 15.754 -4.207 13.312
H 16.505 -4.663 14.574
H 15.930 -2.923 14.482
H 13.409 -2.724 13.803
H 12.342 -3.241 15.017
H 13.421 -4.584 12.577
H 11.730 -4.024 12.818
H 11.696 -6.493 13.181
H 11.488 -5.704 14.730
H 15.161 -7.741 13.833
H 14.805 -6.253 12.892
H 13.883 -7.781 12.720
H 13.587 -8.273 15.856
H 12.102 -8.355 14.982
H 12.228 -7.213 16.304
H 15.164 -3.852 17.050
H 13.368 -3.633 17.096
H 14.414 -2.422 16.363
C 4.672 -5.618 16.860
C 4.949 -5.250 15.433
C 4.531 -3.730 15.164
C 5.585 -2.656 15.582
C 7.036 -2.985 15.094
C 7.494 -4.338 15.574
N 6.456 -5.353 15.142
O 6.773 -6.209 14.176
C 7.680 -4.416 17.115
C 8.919 -4.511 15.024
C 4.159 -6.188 14.512
H 5.115 -5.114 17.717
H 4.939 -6.673 16.961
H 3.595 -5.666 17.022
H 3.550 -3.530 15.594
H 4.293 -3.686 14.100
H 5.417 -2.611 16.661
H 5.206 -1.660 15.352
H 7.709 -2.165 15.342
H 7.030 -2.982 14.002
H 6.882 -3.977 17.716
H 8.538 -3.846 17.469
H 7.723 -5.442 17.480
H 9.282 -5.519 15.226
H 9.602 -3.847 15.550
H 8.983 -4.350 13.947
H 4.396 -5.966 13.472
H 3.094 -5.950 14.480
H 4.181 -7.240 14.793
C 4.998 -7.686 21.878
C 6.470 -7.932 21.549
C 7.357 -7.318 22.676
C 8.757 -7.876 22.758
C 8.849 -9.374 22.770
C 7.937 -10.170 21.780
N 6.601 -9.453 21.473
O 5.972 -10.080 20.509
C 7.583 -11.482 22.458
C 8.701 -10.339 20.404
C 7.007 -7.206 20.266
H 4.833 -6.611 21.940
H 4.629 -8.196 22.767
H 4.307 -7.965 21.081
H 6.908 -7.565 23.638
H 7.730 -6.309 22.506
H 9.249 -7.293 23.538
H 9.400 -7.585 21.922
H 8.614 -9.666 23.797
H 9.877 -9.737 22.782
H 8.473 -11.918 22.912
H 7.044 -12.220 21.863
H 6.876 -11.346 23.278
H 9.717 -10.708 20.544
H 8.748 -9.426 19.810
H 8.243 -11.086 19.755
H 6.693 -6.173 20.105
H 6.554 -7.661 19.382
H 8.088 -7.151 20.144
C 12.409 -9.151 19.314
C 13.312 -8.906 20.531
C 14.742 -9.348 20.198
N 15.636 -9.591 21.434
C 15.411 -8.450 22.480
C 15.484 -10.882 22.233
C 16.904 -11.412 22.543
C 17.839 -10.276 22.157
C 17.124 -9.508 21.065
H 12.325 -10.125 18.829
H 12.604 -8.468 18.486
H 11.374 -9.020 19.630
H 12.964 -9.511 21.370
H 13.294 -7.846 20.781
H 15.180 -8.450 19.761
H 15.008 -10.249 19.646
H 14.382 -8.357 22.826
H 15.563 -7.542 21.896
H 16.100 -8.533 23.318
H 14.821 -10.617 23.054
H 15.035 -11.582 21.528
H 16.900 -11.666 23.603
H 17.055 -12.360 22.028
H 18.201 -9.713 23.018
H 18.779 -10.762 21.890
H 17.507 -8.499 20.919
H 17.155 -10.021 20.103
```

Record 2
The following is a DFT calculation (the ωB97M-V functional and the def2-TZVPD basis) of an isolated molecule of C4H12N2O in a non-equilibrium geometry.

- SMILES = CNCN(C)OC
- energy relative to the best compared isomer or geometry (same formula, charge and spin) (kcal per mole) = 84.8
- frontier orbital gap (eV) = 9.4

The geometry in XYZ format:
```
19
C4H12N2O | the Open Molecules 2025 dataset | the ωB97M-V functional and the def2-TZVPD basis
C 0.598 0.195 1.055
C -2.130 1.710 -0.199
C -0.825 -1.486 -0.052
C 2.339 -0.628 -0.496
N -0.707 -0.168 0.526
N 1.544 0.476 -0.005
O -1.070 0.883 -0.595
H 0.988 0.922 -0.782
H 0.448 1.124 1.616
H 0.967 -0.601 1.708
H -1.823 2.396 0.599
H -2.981 1.127 0.174
H -2.449 2.272 -1.078
H -0.266 -2.209 0.540
H -0.465 -1.529 -1.086
H -1.886 -1.744 -0.067
H 2.784 -1.157 0.350
H 1.787 -1.363 -1.100
H 3.147 -0.219 -1.105
```

Record 3
The following is a DFT calculation (the ωB97M-V functional and the def2-TZVPD basis) of an isolated molecule of C3H5NO2S in a non-equilibrium geometry.

- SMILES = OC[C@@H]1ON=CS1
- energy relative to the best compared isomer or geometry (same formula, charge and spin) (kcal per mole) = 52.9
- frontier orbital gap (eV) = 9.6

The geometry in XYZ format:
```
12
C3H5NO2S | the Open Molecules 2025 dataset | the ωB97M-V functional and the def2-TZVPD basis
C -1.330 -0.487 0.138
C 0.029 -0.356 0.804
C 1.858 0.334 -0.659
H -1.124 1.057 -0.975
H -1.676 -1.519 -0.009
H -2.075 -0.005 0.814
H -0.020 -0.742 1.830
H 2.602 0.452 -1.407
N 1.334 1.360 -0.128
O -1.358 0.129 -1.134
O 0.409 1.007 0.843
S 1.351 -1.231 -0.117
```

Record 4
The following is a DFT calculation (the ωB97M-V functional and the def2-TZVPD basis) of a structure of composition C23H24BrN2O5SV.

- total charge = -1
- expectation value of S² = 3.76
- multiplicity = 4
- energy relative to the best compared isomer or geometry (same formula, charge and spin) (kcal per mole) = 17.0
- frontier orbital gap (spin up / spin down) (eV) = 5.5 / 6.6

The geometry in XYZ format:
```
57
C23H24BrN2O5SV | the Open Molecules 2025 dataset | the ωB97M-V functional and the def2-TZVPD basis
V 0.782 -0.190 -0.878
C 4.871 -0.596 -0.993
C 3.590 0.201 -0.922
O 2.671 -0.177 -1.730
C 3.509 1.274 -0.041
C 2.363 2.137 0.065
C 2.516 3.543 0.573
N 1.218 1.701 -0.342
N 0.138 2.602 -0.478
C -0.655 2.119 -1.399
O -0.479 1.052 -2.089
C -1.901 2.918 -1.669
C -2.750 2.501 -2.689
C -3.918 3.200 -2.965
C -4.244 4.321 -2.219
C -3.396 4.744 -1.201
C -2.230 4.049 -0.927
H 5.089 -0.824 -2.036
H 4.716 -1.544 -0.475
H 5.718 -0.085 -0.537
H 4.401 1.543 0.509
H 3.518 3.702 0.967
H 1.774 3.750 1.344
H 2.336 4.259 -0.230
H -2.468 1.625 -3.256
H -4.569 2.864 -3.764
H -5.156 4.868 -2.426
H -3.643 5.621 -0.615
H -1.561 4.362 -0.138
Br 1.367 -5.241 3.185
C 1.538 -3.361 3.455
C 1.899 -2.989 4.745
C 2.095 -1.654 5.051
C 1.946 -0.692 4.060
C 1.599 -1.081 2.779
C 1.374 -2.417 2.445
C 0.926 -2.716 1.004
O 0.343 -3.767 0.748
O 1.293 -1.830 0.179
H 2.027 -3.755 5.499
H 2.371 -1.371 6.059
H 2.102 0.357 4.273
H 1.491 -0.335 1.999
O -1.198 -0.521 0.192
S -2.262 -0.805 -0.869
C -1.559 -2.043 -2.022
C -2.009 -3.420 -1.549
C -3.426 -3.241 -1.023
C -3.355 -2.030 -0.101
H -0.471 -1.971 -2.047
H -1.948 -1.768 -3.005
H -1.342 -3.743 -0.744
H -1.947 -4.153 -2.355
H -3.790 -4.118 -0.487
H -4.125 -3.047 -1.843
H -2.866 -2.268 0.845
H -4.317 -1.558 0.089
```